Record 1
ORCA calculation (the ωB97M-V functional and the def2-TZVPD basis) on a gas-phase ion, C5H12NO (charge +1) in a non-equilibrium geometry.

Values from the calculation:
Frontier orbital gap (alpha / beta): 7.96 / 7.96 eV
E: -327.25082 Eh
Total charge: +1
Max |F|: 4.73 eV Å⁻¹

```
19
C5H12NO | the Open Molecules 2025 dataset | the ωB97M-V functional and the def2-TZVPD basis
O 1.138 0.356 0.067
N 0.194 -0.263 0.754
C 1.249 1.777 0.019
C -0.676 -0.423 -2.053
C -1.053 -1.020 -0.852
C 0.548 -0.960 1.968
C -1.224 -0.092 0.297
H 1.478 -1.435 1.809
H -0.169 -1.726 2.082
H -1.522 0.838 -0.053
H -1.766 -0.642 1.131
H 1.284 2.015 -1.154
H -0.476 -1.126 -2.801
H -0.841 -2.023 -0.668
H 0.516 -0.312 2.886
H 2.084 2.094 0.617
H -1.329 0.303 -2.435
H 0.295 2.239 0.268
H 0.270 0.399 -1.881
```

---

Record 2
ORCA calculation (the ωB97M-V functional and the def2-TZVPD basis) on 2 unconnected molecules or ions with the total composition C2H2F3NO in a non-equilibrium geometry.

Values from the calculation:
Frontier orbital gap (alpha / beta): 8.52 / 9.70 eV
E: -506.82500 Eh
Total charge: 0
Max |F|: 2.05 eV Å⁻¹

```
9
C2H2F3NO | the Open Molecules 2025 dataset | the ωB97M-V functional and the def2-TZVPD basis
F -1.610 0.784 1.184
F -1.516 1.248 -0.950
F -2.970 -0.218 -0.216
O 0.785 -2.093 0.049
N 0.982 -0.915 0.116
C -1.747 0.282 -0.052
C 1.786 0.021 -0.014
H 2.820 -0.142 -0.315
H 1.470 1.031 0.198
```

---

Record 3
ORCA calculation (the ωB97M-V functional and the def2-TZVPD basis) on a molecular structure, C7H9F14FeN4O22S6 in a non-equilibrium geometry.

Values from the calculation:
Frontier orbital gap (alpha / beta): 7.84 / 6.42 eV
Multiplicity: 6
E: -7197.18048 Eh
Total charge: -2
<S²>: 8.7560
Max |F|: 6.61 eV Å⁻¹

```
63
C7H9F14FeN4O22S6 | the Open Molecules 2025 dataset | the ωB97M-V functional and the def2-TZVPD basis
Fe 0.328 -0.426 -0.071
S -2.086 1.353 1.530
S 3.515 -1.376 0.759
S -0.730 -2.124 3.003
S -2.521 -2.134 -0.707
S 2.152 2.150 -1.327
S -1.989 -4.152 2.606
F -3.371 -4.568 1.983
F -4.619 -2.303 -2.362
F 4.994 -2.077 2.860
F 2.918 -2.763 2.958
F -4.181 2.974 1.126
F 1.751 3.879 0.710
F -3.249 2.029 -0.640
F 0.341 4.035 -1.035
F -1.241 -0.880 3.849
F 3.466 -0.616 3.210
F -2.698 -2.034 -3.393
F -3.515 -0.301 -2.450
F 2.346 4.753 -1.189
F -2.152 3.651 0.223
O -0.143 -1.548 1.774
O 1.289 1.147 -0.567
O 3.943 -2.516 -0.069
O 0.981 -1.235 -2.022
O -0.306 0.827 -4.268
O -0.805 0.784 -2.146
O 0.130 -2.691 -3.307
O 1.933 2.108 -2.767
O 3.100 2.097 2.130
O -1.017 -4.588 1.623
O 0.136 -2.805 3.978
O -2.047 -4.790 3.880
O 2.050 -1.116 0.520
O -1.040 0.719 0.707
O 1.356 0.790 2.128
O 4.279 -0.150 0.555
O -3.101 0.321 1.891
O -1.328 -1.285 -0.640
O 3.571 2.051 -0.924
O -1.558 1.944 2.729
O -2.209 -3.564 -0.887
O -3.491 -1.776 0.361
N 1.009 -1.871 -3.054
N -2.384 -2.631 2.635
N 1.989 1.788 2.612
N -0.906 1.209 -3.271
C -1.884 2.317 -3.463
C -3.021 2.654 0.512
C 3.711 -1.748 2.622
C 2.080 -1.581 -4.085
C 1.466 2.542 3.764
C -3.424 -1.622 -2.343
C 1.609 3.880 -0.667
H 0.435 2.207 3.879
H -1.343 3.184 -3.844
H -2.403 2.655 -2.566
H 1.500 3.584 3.444
H 2.761 -2.432 -4.065
H 1.595 -1.564 -5.061
H 2.075 2.263 4.624
H 2.593 -0.664 -3.797
H -2.641 2.038 -4.196
```

---

Record 4
ORCA calculation (the ωB97M-V functional and the def2-TZVPD basis) on a molecular structure, C4H12N3.

Values from the calculation:
Frontier orbital gap: 9.66 eV
E: -323.58142 Eh
Total charge: +1
Max |F|: 0.86 eV Å⁻¹

```
19
C4H12N3 | the Open Molecules 2025 dataset | the ωB97M-V functional and the def2-TZVPD basis
N -1.184 -0.540 -0.004
N -1.579 0.712 0.203
N 1.331 -0.531 0.423
C 3.640 0.082 0.006
C 2.202 0.076 -0.273
C -1.959 -1.534 -0.194
C -2.935 1.172 0.006
H 0.126 -0.610 0.181
H -3.284 1.006 -1.017
H 1.861 0.597 -1.163
H -0.852 1.395 0.064
H -3.031 -1.457 -0.261
H 4.032 1.098 -0.009
H 1.666 -1.023 1.250
H 3.878 -0.394 0.956
H 4.160 -0.449 -0.797
H -3.604 0.665 0.700
H -1.509 -2.504 -0.291
H -2.959 2.237 0.219
```